# 1
Molecular formula: C37H32Cl2N9O4PmS
Method: DFT, ωB97M-V/def2-TZVPD

Each line ends with the Mulliken charge.
Geometry (Å):
Pm (0.009, 0.041, -0.120)  0.002
O (-3.505, -1.394, -0.030)  -0.785
C (-2.345, -1.782, 0.133)  0.036
N (-1.354, -1.789, -0.770)  0.305
C (-1.769, -1.743, -2.114)  0.373
C (-2.526, -2.783, -2.649)  -0.487
C (-2.890, -2.775, -3.984)  -0.763
C (-2.477, -1.748, -4.818)  -0.753
C (-1.718, -0.712, -4.303)  -0.932
C (-1.378, -0.688, -2.956)  0.013
N (-0.621, 0.368, -2.396)  1.123
C (-1.092, 1.605, -2.638)  -0.456
O (-2.108, 1.921, -3.252)  -0.730
C (-0.222, 2.694, -2.049)  0.286
C (-0.711, 3.995, -1.984)  -1.016
C (0.085, 4.979, -1.428)  -0.423
C (1.363, 4.636, -1.012)  -0.910
C (1.775, 3.321, -1.150)  -0.126
N (0.997, 2.356, -1.624)  0.264
C (-1.977, -2.452, 1.433)  0.673
C (-3.018, -2.922, 2.237)  -0.944
C (-2.715, -3.668, 3.359)  -0.431
C (-1.382, -3.925, 3.646)  -1.142
C (-0.424, -3.415, 2.784)  0.144
N (-0.698, -2.705, 1.701)  0.454
H (-2.844, -3.583, -1.992)  0.475
H (-3.511, -3.573, -4.366)  0.401
H (-2.761, -1.742, -5.862)  0.406
H (-1.395, 0.102, -4.936)  0.501
H (-1.705, 4.183, -2.359)  0.562
H (-0.278, 5.991, -1.316)  0.445
H (2.028, 5.376, -0.595)  0.469
H (2.769, 3.011, -0.852)  0.502
H (-4.033, -2.697, 1.946)  0.539
H (-3.498, -4.052, 3.997)  0.440
H (-1.091, -4.517, 4.503)  0.448
H (0.627, -3.611, 2.964)  0.163
C (-0.573, -0.256, 4.614)  -1.619
C (0.199, -0.379, 3.324)  0.350
O (-0.343, -0.161, 2.247)  -0.022
N (1.481, -0.763, 3.444)  0.175
C (2.420, -0.787, 2.336)  -0.363
C (2.325, -2.041, 1.494)  0.518
C (2.978, -3.207, 1.881)  -0.965
C (2.935, -4.313, 1.048)  -0.531
C (2.247, -4.211, -0.150)  -1.118
C (1.600, -3.023, -0.443)  -0.258
N (1.626, -1.962, 0.361)  1.132
H (-1.360, 0.482, 4.469)  0.275
H (0.057, 0.038, 5.448)  0.465
H (-1.047, -1.215, 4.824)  0.265
H (1.836, -0.973, 4.362)  0.292
H (3.432, -0.698, 2.737)  0.755
H (2.213, 0.082, 1.696)  -0.747
H (3.517, -3.243, 2.817)  0.504
H (3.439, -5.228, 1.319)  0.428
H (2.209, -5.036, -0.843)  0.487
H (1.040, -2.907, -1.364)  0.436
Cl (2.486, 3.391, 2.855)  -0.278
C (0.825, 3.583, 2.403)  0.669
C (0.099, 4.650, 2.912)  -0.454
C (-1.217, 4.809, 2.548)  0.837
Cl (-2.105, 6.157, 3.182)  -0.295
C (-1.851, 3.898, 1.681)  0.350
C (-3.192, 4.011, 1.257)  -1.164
C (-3.725, 3.050, 0.442)  -1.402
C (-2.926, 1.962, 0.050)  -0.366
N (-1.666, 1.832, 0.411)  0.923
C (-1.109, 2.785, 1.200)  0.318
C (0.290, 2.620, 1.533)  -0.682
O (0.992, 1.663, 1.055)  -0.526
H (0.576, 5.341, 3.592)  0.524
H (-3.770, 4.864, 1.581)  0.530
H (-4.743, 3.118, 0.092)  0.509
H (-3.338, 1.182, -0.581)  0.456
C (4.426, -0.815, -4.585)  -1.078
N (4.292, -0.401, -3.210)  -0.177
C (3.124, -0.235, -2.570)  0.846
N (1.970, -0.480, -3.200)  0.079
S (3.167, 0.220, -0.960)  -0.637
H (5.472, -1.018, -4.799)  0.351
H (4.080, -0.031, -5.263)  0.312
H (3.847, -1.723, -4.769)  0.309
H (5.113, -0.227, -2.653)  0.271
H (1.949, -0.582, -4.204)  0.295
H (1.096, -0.124, -2.768)  -0.104

Output
E_HOMO (spin up / spin down) (eV): -7.3 / -7.3
LUMO (spin up / spin down) (hartree): 0.004 / 0.005
2S+1: 5
Charge: 0

# 2
Molecular formula: C37H32ClOP2Pr
Method: DFT, ωB97M-V/def2-TZVPD

Each line ends with the Mulliken charge.
Geometry (Å):
Pr (-0.055, 0.199, 0.097)  -0.505
P (1.648, -0.258, 1.613)  1.955
C (-0.442, 1.812, 0.862)  0.597
O (-0.694, 2.840, 1.353)  -0.202
P (-1.629, 0.478, -1.592)  2.075
C (1.766, 0.837, 3.074)  0.268
C (3.342, -0.159, 0.923)  0.311
C (1.525, -1.927, 2.340)  0.438
C (-3.126, -0.573, -1.514)  0.471
C (-2.347, 2.151, -1.763)  0.266
C (-0.897, 0.153, -3.232)  0.406
C (1.554, 0.372, 4.376)  -0.393
C (1.638, 1.251, 5.457)  -0.742
C (1.936, 2.596, 5.247)  -0.557
C (2.149, 3.065, 3.948)  -0.855
C (2.061, 2.193, 2.868)  -0.057
H (1.330, -0.677, 4.546)  0.412
H (1.473, 0.879, 6.465)  0.451
H (2.001, 3.278, 6.089)  0.422
H (2.376, 4.114, 3.777)  0.445
H (2.223, 2.563, 1.859)  0.426
C (0.273, -2.337, 2.820)  -0.047
C (0.130, -3.583, 3.425)  -0.901
C (1.230, -4.434, 3.542)  -0.596
C (2.475, -4.034, 3.054)  -0.725
C (2.624, -2.783, 2.456)  -0.537
H (-0.582, -1.676, 2.695)  0.269
H (-0.844, -3.896, 3.793)  0.483
H (1.116, -5.411, 4.002)  0.415
H (3.331, -4.699, 3.132)  0.449
H (3.592, -2.478, 2.069)  0.419
C (4.438, 0.149, 1.743)  -0.215
C (5.724, 0.203, 1.206)  -0.731
C (5.926, -0.047, -0.152)  -0.595
C (4.838, -0.353, -0.971)  -0.890
C (3.550, -0.406, -0.441)  -0.301
H (4.284, 0.355, 2.798)  0.515
H (6.565, 0.445, 1.849)  0.444
H (6.928, 0.000, -0.569)  0.422
H (4.991, -0.547, -2.029)  0.450
H (2.702, -0.651, -1.072)  0.303
C (-2.111, 2.956, -2.883)  -0.544
C (-2.665, 4.235, -2.957)  -0.709
C (-3.459, 4.717, -1.917)  -0.590
C (-3.699, 3.917, -0.798)  -0.791
C (-3.145, 2.643, -0.719)  0.069
H (-1.499, 2.582, -3.698)  0.442
H (-2.475, 4.853, -3.830)  0.442
H (-3.888, 5.713, -1.976)  0.416
H (-4.313, 4.288, 0.017)  0.462
H (-3.329, 2.025, 0.156)  0.414
C (-3.072, -1.811, -0.859)  -0.432
C (-4.201, -2.627, -0.814)  -0.781
C (-5.393, -2.215, -1.414)  -0.590
C (-5.453, -0.981, -2.064)  -0.726
C (-4.326, -0.162, -2.114)  -0.357
H (-2.141, -2.128, -0.401)  0.295
H (-4.151, -3.585, -0.306)  0.428
H (-6.273, -2.851, -1.373)  0.419
H (-6.379, -0.652, -2.528)  0.447
H (-4.381, 0.802, -2.610)  0.502
C (-1.609, -0.453, -4.272)  -0.457
C (-0.998, -0.655, -5.510)  -0.711
C (0.321, -0.250, -5.716)  -0.623
C (1.035, 0.355, -4.679)  -0.948
C (0.431, 0.549, -3.439)  -0.216
H (-2.632, -0.778, -4.112)  0.435
H (-1.552, -1.135, -6.312)  0.459
H (0.796, -0.414, -6.680)  0.418
H (2.065, 0.663, -4.832)  0.466
H (0.984, 0.991, -2.614)  0.404
H (-0.972, -4.705, -0.024)  -0.107
H (-0.459, -4.732, -0.561)  0.108
Cl (-2.183, -0.162, 1.698)  -0.311

Output
E_HOMO (spin up / spin down) (eV): -14.3 / -13.8
LUMO (spin up / spin down) (hartree): -0.305 / -0.290
2S+1: 3
Relative energy (zero: lowest compared OMol25 entry of this formula, charge and spin) (kJ/mol): 581.9
Charge: +2

# 3
Molecular formula: C37H32FeIN6PSe2
Method: DFT, ωB97M-V/def2-TZVPD

Each line ends with the Mulliken charge.
Geometry (Å):
Fe (0.693, -0.483, 0.684)  -0.833
C (-3.795, 3.333, 3.683)  -1.546
C (-2.550, 2.847, 2.994)  0.427
C (-2.137, 3.383, 1.777)  -1.112
C (-1.015, 2.909, 1.124)  0.137
C (-0.234, 1.898, 1.678)  -0.649
N (0.871, 1.334, 1.013)  1.427
C (1.934, 2.158, 0.673)  1.763
C (1.907, 3.542, 0.920)  -1.110
C (2.938, 4.382, 0.560)  -1.339
C (4.094, 3.897, -0.040)  0.052
C (5.241, 4.802, -0.395)  -1.619
C (4.169, 2.530, -0.230)  -0.659
C (3.123, 1.674, 0.102)  0.416
N (3.369, 0.273, -0.057)  -0.170
C (4.378, -0.302, -0.732)  -0.095
C (4.445, -1.623, -0.358)  -1.394
C (3.404, -1.784, 0.546)  -0.219
N (2.732, -0.642, 0.722)  0.513
C (-0.661, 1.353, 2.885)  -0.119
C (-1.802, 1.809, 3.530)  -0.266
N (0.064, 0.272, 3.456)  -0.155
C (0.318, 0.039, 4.758)  -0.079
C (1.043, -1.126, 4.842)  -1.462
C (1.201, -1.540, 3.518)  -0.201
N (0.607, -0.693, 2.687)  0.865
H (-4.097, 4.308, 3.303)  0.400
H (-3.644, 3.422, 4.759)  0.383
H (-4.624, 2.642, 3.522)  0.281
H (-2.721, 4.172, 1.319)  0.397
H (-0.736, 3.312, 0.159)  0.788
H (1.050, 3.973, 1.412)  0.441
H (2.846, 5.442, 0.767)  0.398
H (4.888, 5.808, -0.616)  0.403
H (5.783, 4.436, -1.266)  0.383
H (5.950, 4.877, 0.432)  0.297
H (5.090, 2.114, -0.615)  0.351
H (4.999, 0.265, -1.400)  0.488
H (5.154, -2.358, -0.694)  0.481
H (3.094, -2.673, 1.065)  0.523
H (-2.123, 1.330, 4.448)  0.569
H (-0.013, 0.729, 5.515)  0.542
H (1.417, -1.601, 5.731)  0.454
H (1.719, -2.404, 3.133)  0.440
Se (0.776, -0.148, -1.764)  -0.290
P (-1.354, -0.594, -1.673)  0.059
Se (-1.827, -0.386, 0.423)  -0.273
C (-1.694, -2.266, -2.288)  0.733
C (-2.579, -3.103, -1.619)  -0.406
C (-2.852, -4.367, -2.126)  -0.674
C (-2.239, -4.796, -3.292)  -0.506
C (-1.354, -3.958, -3.964)  -0.728
C (-1.084, -2.695, -3.466)  -0.283
C (-2.297, 0.535, -2.714)  1.067
C (-3.557, 0.964, -2.313)  -0.489
C (-4.302, 1.783, -3.149)  -0.684
C (-3.791, 2.169, -4.380)  -0.475
C (-2.528, 1.748, -4.776)  -0.725
C (-1.778, 0.932, -3.944)  -0.327
H (-3.058, -2.763, -0.709)  0.441
H (-3.548, -5.014, -1.606)  0.461
H (-2.454, -5.780, -3.687)  0.424
H (-0.881, -4.289, -4.878)  0.430
H (-0.388, -2.050, -3.990)  0.377
H (-3.948, 0.673, -1.346)  0.343
H (-5.281, 2.121, -2.836)  0.417
H (-4.374, 2.808, -5.030)  0.401
H (-2.123, 2.061, -5.729)  0.423
H (-0.782, 0.627, -4.244)  0.298
I (-1.806, -5.508, 2.662)  0.118
C (-0.580, -4.615, 1.241)  -0.909
C (-0.063, -5.334, 0.174)  -0.163
C (0.700, -4.654, -0.758)  -1.253
C (0.926, -3.301, -0.590)  -0.300
N (0.446, -2.607, 0.450)  1.298
C (-0.309, -3.263, 1.338)  -0.375
H (-0.265, -6.391, 0.066)  0.442
H (1.109, -5.160, -1.622)  0.503
H (1.495, -2.740, -1.318)  0.455
H (-0.724, -2.678, 2.147)  0.576

Output
E_HOMO (spin up / spin down) (eV): -9.7 / -9.8
LUMO (spin up / spin down) (hartree): -0.092 / -0.117
2S+1: 2
Relative energy (zero: lowest compared OMol25 entry of this formula, charge and spin) (kJ/mol): 0.0
Charge: +1

| no. | F_max (Eh/bohr) |
| --- | --- |
| 1 | 0.03992 |
| 2 | 0.30087 |
| 3 | 0.01101 |